1.
{"formula": "C2H2AgFO2", "method": "wB97M-V/def2-TZVPD", "symbols": ["C", "C", "O", "O", "F", "H", "Ag", "H"], "positions_angstrom": [[0.575, 0.790, 0.100], [1.615, -0.343, 0.087], [2.756, -0.136, 0.371], [-0.589, 0.656, -0.112], [1.092, 1.968, 0.333], [1.212, -1.319, -0.244], [-2.789, -0.353, -1.017], [-3.871, -1.263, 0.481]], "mulliken_charge": [0.513, 0.049, -0.377, -0.291, -0.153, 0.341, 0.047, -0.128], "fmax_ev_per_a": 2.18, "lumo_ev": -1.494, "gap_ev": 6.68, "homo_energy_ev": -8.17}

2.
{"formula": "C2H2BO3", "method": "wB97M-V/def2-TZVPD", "symbols": ["B", "C", "C", "O", "O", "O", "H", "H"], "positions_angstrom": [[-0.090, 0.051, -0.398], [-1.650, -0.209, -0.080], [-4.165, -0.097, -0.001], [-1.254, 0.997, -0.154], [-4.776, -1.098, 0.044], [-4.107, 1.081, -0.069], [0.765, 0.243, 0.294], [0.113, -0.146, -1.658]], "mulliken_charge": [0.165, -0.327, 0.641, -0.322, -0.413, -0.387, -0.182, -0.174], "total_charge": -1, "fmax_ev_per_a": 3.69, "lumo_ev": 3.879, "gap_ev": 6.76, "homo_energy_ev": -2.88}

3.
{"formula": "C2H2Br2N2S", "method": "wB97M-V/def2-TZVPD", "symbols": ["C", "C", "N", "N", "S", "Br", "Br", "H", "H"], "positions_angstrom": [[0.418, -0.159, 1.633], [-0.756, 0.393, -0.665], [0.500, -1.392, 0.031], [0.061, -0.695, -0.800], [-0.491, 1.098, 1.130], [0.964, -0.600, 3.298], [1.678, 0.059, -2.571], [-0.563, 1.191, -1.377], [-1.810, 0.104, -0.681]], "mulliken_charge": [0.188, -0.275, -0.272, 0.162, 0.050, 0.069, -0.561, 0.290, 0.348], "fmax_ev_per_a": 1.95, "lumo_ev": [-2.068, -2.067], "gap_ev": [5.79, 5.80], "homo_energy_ev": [-7.86, -7.87]}

4.
{"formula": "C2H2Br2O3", "method": "wB97M-V/def2-TZVPD", "symbols": ["C", "C", "O", "O", "O", "Br", "Br", "H", "H"], "positions_angstrom": [[0.739, -0.496, 0.018], [-1.002, 0.080, -0.453], [0.293, 0.551, -0.736], [-0.505, -1.036, 0.228], [1.329, -0.025, 1.462], [-1.978, -0.422, -2.029], [1.204, 1.722, 1.717], [1.535, -1.140, -0.347], [-1.614, 0.765, 0.140]], "mulliken_charge": [0.446, 0.043, -0.305, -0.285, -0.399, -0.148, 0.038, 0.294, 0.315], "fmax_ev_per_a": 3.44, "lumo_ev": 0.114, "gap_ev": 9.92, "homo_energy_ev": -9.81}

5.
{"formula": "C2H2Br2OS", "method": "wB97M-V/def2-TZVPD", "symbols": ["S", "C", "C", "Br", "O", "Br", "H", "H"], "positions_angstrom": [[-0.473, 0.930, -2.140], [0.293, 0.333, -0.890], [-0.753, 0.145, 0.600], [-1.253, -1.722, 0.651], [1.485, -0.016, -0.880], [2.581, -0.500, 0.657], [-0.223, 0.199, 1.644], [-1.656, 0.631, 0.359]], "mulliken_charge": [-0.279, 0.539, -0.705, -0.073, -0.323, 0.157, 0.322, 0.362], "fmax_ev_per_a": 7.10, "lumo_ev": [-2.519, -2.519], "gap_ev": [6.52, 6.52], "smiles": "S=C(CBr)OBr", "homo_energy_ev": [-9.04, -9.04]}

6.
{"formula": "C2H2Br2Si", "method": "wB97M-V/def2-TZVPD", "symbols": ["C", "C", "Si", "Br", "Br", "H", "H"], "positions_angstrom": [[-0.444, -0.345, 0.581], [-0.540, 0.256, -0.635], [-2.073, -0.677, -0.080], [-3.635, -2.322, 0.087], [-4.303, 1.646, -0.131], [0.271, -0.309, 1.513], [0.192, 0.836, -1.312]], "mulliken_charge": [-0.132, -0.355, 0.478, -0.124, -0.492, 0.300, 0.325], "fmax_ev_per_a": 2.55, "lumo_ev": -2.122, "gap_ev": 6.84, "homo_energy_ev": -8.97}

7.
{"formula": "C2H2Br3Cl", "method": "wB97M-V/def2-TZVPD", "symbols": ["C", "C", "Cl", "Br", "Br", "Br", "H", "H"], "positions_angstrom": [[0.295, 1.283, 0.146], [-0.135, -1.243, -0.072], [-0.813, 1.917, -0.825], [0.297, 1.576, 2.047], [-1.915, -1.172, -0.774], [1.232, -1.866, -1.213], [1.270, 1.136, -0.323], [-0.230, -1.631, 1.015]], "mulliken_charge": [-0.186, -0.352, -0.045, -0.070, -0.033, -0.049, 0.377, 0.358], "fmax_ev_per_a": 3.80, "lumo_ev": [-0.615, -0.391], "gap_ev": [7.74, 8.15], "homo_energy_ev": [-8.35, -8.54]}

8.
{"formula": "C2H2Br3ClS", "method": "wB97M-V/def2-TZVPD", "symbols": ["C", "C", "S", "Cl", "Br", "Br", "Br", "H", "H"], "positions_angstrom": [[-2.524, 1.606, -0.995], [0.215, -0.184, -0.640], [-2.686, 2.477, -2.315], [-1.148, 1.863, -3.487], [-4.045, 1.897, 0.118], [2.006, 0.120, -1.292], [-0.681, -1.654, -1.566], [-0.425, 0.794, -0.854], [0.341, -0.236, 0.431]], "mulliken_charge": [-0.039, -0.115, 0.166, -0.101, -0.112, -0.108, -0.063, -0.011, 0.385], "fmax_ev_per_a": 3.04, "lumo_ev": -1.048, "gap_ev": 8.51, "homo_energy_ev": -9.56}

9.
{"formula": "C2H2Br3P", "method": "wB97M-V/def2-TZVPD", "symbols": ["C", "C", "Br", "P", "Br", "Br", "H", "H"], "positions_angstrom": [[-1.556, -0.142, 0.098], [-0.278, 0.009, -0.023], [0.720, -1.751, -1.336], [0.989, 1.095, 0.655], [2.063, 1.607, -1.235], [2.174, -0.338, 1.617], [-1.975, -1.128, -0.376], [-2.137, 0.647, 0.599]], "mulliken_charge": [-0.263, 0.016, -0.227, 0.126, -0.100, -0.034, 0.201, 0.281], "fmax_ev_per_a": 3.42, "lumo_ev": -1.228, "gap_ev": 8.38, "smiles": "C=C(Br)P(Br)Br", "homo_energy_ev": -9.61}

10.
{"formula": "C2H2BrCl2I", "method": "wB97M-V/def2-TZVPD", "symbols": ["Cl", "C", "Cl", "Br", "C", "I", "H", "H"], "positions_angstrom": [[0.418, 1.454, 1.428], [0.655, 0.581, -0.041], [0.544, 1.459, -1.501], [2.366, -0.503, -0.035], [-0.603, -0.700, -0.005], [-2.497, 0.225, -0.023], [-0.302, -1.213, -0.812], [-0.581, -1.303, 0.989]], "mulliken_charge": [-0.069, 0.190, -0.058, -0.082, -1.009, 0.143, 0.501, 0.385], "fmax_ev_per_a": 5.58, "lumo_ev": 0.028, "gap_ev": 9.80, "smiles": "ClC(Cl)(Br)CI", "homo_energy_ev": -9.77}

11.
{"formula": "C2H2BrCl2I", "method": "wB97M-V/def2-TZVPD", "symbols": ["C", "C", "Cl", "Cl", "Br", "I", "H", "H"], "positions_angstrom": [[-0.163, -0.328, -0.206], [1.906, 1.446, -3.420], [3.543, 1.074, -2.957], [1.349, 2.891, -2.566], [1.689, 1.636, -5.308], [0.365, -0.415, -2.159], [-1.028, 0.246, 0.061], [0.534, -0.679, 0.529]], "mulliken_charge": [-0.759, -0.050, -0.076, -0.098, -0.032, 0.369, 0.326, 0.320], "fmax_ev_per_a": 1.24, "lumo_ev": [-0.636, -1.420], "gap_ev": [7.93, 7.02], "homo_energy_ev": [-8.57, -8.44]}

12.
{"formula": "C2H2BrClNO2", "method": "wB97M-V/def2-TZVPD", "symbols": ["O", "C", "O", "N", "Cl", "C", "Br", "H", "H"], "positions_angstrom": [[0.700, 1.705, 0.862], [-0.009, 0.854, 1.339], [-0.502, 0.581, 2.400], [-0.446, -0.175, 0.204], [-1.522, -1.443, 0.627], [0.068, -0.178, -1.029], [1.702, -1.574, -1.345], [0.587, 0.753, -1.229], [-0.579, -0.524, -1.830]], "mulliken_charge": [-0.649, 0.634, -0.641, -0.011, -0.117, -0.511, -0.412, 0.377, 0.330], "total_charge": -1, "fmax_ev_per_a": 1.42, "lumo_ev": 3.530, "gap_ev": 8.59, "smiles": "O=C([O-])N(Cl)CBr", "homo_energy_ev": -5.06}

13.
{"formula": "C2H2BrF2NO", "method": "wB97M-V/def2-TZVPD", "symbols": ["C", "C", "N", "O", "F", "F", "Br", "H", "H"], "positions_angstrom": [[-0.037, 0.701, -1.859], [0.797, -0.331, 1.630], [0.624, 0.180, -2.670], [-0.867, 1.204, -1.220], [1.133, -1.592, 1.836], [1.079, 0.203, 2.866], [-1.933, -0.257, 1.614], [-2.225, 0.323, 0.355], [1.429, -0.430, -2.553]], "mulliken_charge": [0.525, 0.180, -0.398, -0.417, -0.115, -0.145, -0.187, 0.258, 0.300], "fmax_ev_per_a": 4.25, "lumo_ev": 0.127, "gap_ev": 10.33, "homo_energy_ev": -10.20}

14.
{"formula": "C2H2BrI", "method": "wB97M-V/def2-TZVPD", "symbols": ["C", "C", "Br", "I", "H", "H"], "positions_angstrom": [[0.277, 0.138, -0.863], [-0.673, 0.174, 0.075], [-2.220, 0.809, 0.750], [1.138, -1.102, 2.919], [1.231, -0.502, -0.922], [0.247, 0.482, -1.960]], "mulliken_charge": [-0.150, -0.259, 0.020, -0.043, 0.202, 0.230], "fmax_ev_per_a": 2.84, "lumo_ev": [-0.834, -2.882], "gap_ev": [9.03, 5.76], "homo_energy_ev": [-9.86, -8.64]}

15.
{"formula": "C2H2BrN", "method": "wB97M-V/def2-TZVPD", "symbols": ["C", "C", "N", "Br", "H", "H"], "positions_angstrom": [[-1.466, -0.678, 1.362], [-0.433, -0.706, 0.497], [-2.125, -0.298, 2.271], [0.258, -2.672, -2.098], [-0.700, -0.036, -0.319], [0.487, -1.301, 0.590]], "mulliken_charge": [0.493, -0.569, -0.276, -0.333, 0.311, 0.374], "fmax_ev_per_a": 4.93, "lumo_ev": [-4.491, -4.491], "gap_ev": [5.05, 5.05], "homo_energy_ev": [-9.55, -9.54]}